Computed, not measured: C3H4N2O2 as an isolated structure at a distorted geometry, with ωB97M-V with the def2-TZVPD basis set.

ORCA input file:
```
! RIJCOSX wB97M-V def2-TZVPD def2/J DEFGRID3
* xyz 0 1
C -0.802 0.444 -0.989
N 0.409 0.153 -0.211
C 0.489 0.471 1.348
N 0.557 -0.814 1.745
C 0.469 -1.374 0.548
O 0.581 1.567 1.799
O 0.344 -2.413 -0.004
H 1.256 0.442 -0.699
H -1.663 0.065 -0.442
H -0.743 -0.059 -1.955
H -0.897 1.519 -1.139
*
```

* maximum force: 1.1 eV Å⁻¹
* energy above the lowest of the compared OMol25 structures with the same formula, charge and spin: 46.5 kcal per mole
* HOMO-LUMO gap: 11.04 eV
* total energy: -10250.2488 eV
* lowest unoccupied orbital energy: 0.0143 Eh


Computed, not measured: a 2-piece molecular cluster, C2H2O2S2 overall at a distorted geometry, with ωB97M-V with the def2-TZVPD basis set.

ORCA input file:
```
! RIJCOSX wB97M-V def2-TZVPD def2/J DEFGRID3
* xyz 0 3
C 0.171 -1.963 -0.775
C -1.651 1.525 0.280
O 2.738 -2.236 -0.372
O 1.851 -0.044 0.337
S -1.493 0.043 -0.372
S 1.613 -1.347 -0.254
H -2.387 2.261 0.015
H -0.842 1.759 1.140
*
```

* maximum force: 3.7 eV Å⁻¹
* energy above the lowest of the compared OMol25 structures with the same formula, charge and spin: 108.8 kcal per mole
* HOMO-LUMO gap (alpha / beta): 7.88 / 6.07 eV
* total energy: -27863.6489 eV
* lowest unoccupied orbital energy (alpha / beta): -0.0316 / -0.1161 Eh


Computed, not measured: C20H38Cl3N6O2PRbS2Si as an isolated structure, with ωB97M-V with the def2-TZVPD basis set.

ORCA input file:
```
! RIJCOSX wB97M-V def2-TZVPD def2/J DEFGRID3
* xyz -2 2
Rb 1.483 0.806 -0.373
C -3.500 4.615 1.583
C -2.135 4.443 2.217
O -1.151 5.134 1.451
P -0.034 4.224 0.670
S 1.117 3.342 1.993
S -0.995 3.132 -0.688
O 0.800 5.420 -0.008
C 0.466 5.982 -1.276
C -0.597 7.054 -1.148
H -4.262 4.104 2.178
H -3.488 4.190 0.579
H -3.761 5.673 1.516
H -1.877 3.385 2.299
H -2.110 4.866 3.225
H 0.134 5.186 -1.947
H 1.400 6.395 -1.658
H -1.516 6.629 -0.744
H -0.808 7.484 -2.131
H -0.264 7.851 -0.480
C -1.197 -2.335 -2.378
N -2.343 -1.601 -1.881
C -3.615 -2.082 -2.367
C -2.279 -0.979 -0.628
N -1.514 -1.307 0.345
C -1.140 -2.667 0.462
C -2.133 -3.621 0.616
C -1.849 -4.983 0.775
C -0.517 -5.372 0.774
C 0.495 -4.433 0.641
C 0.236 -3.045 0.491
N 1.186 -2.099 0.291
C 2.474 -2.410 0.608
N 3.466 -1.611 -0.057
C 3.649 -1.962 -1.453
C 4.729 -1.390 0.613
N 2.822 -2.835 1.921
C 3.647 -4.003 2.105
C 1.910 -2.585 3.014
N -3.133 0.100 -0.512
C -3.274 0.709 0.799
C -3.404 0.953 -1.659
H -1.240 -3.401 -2.130
H -0.280 -1.932 -1.949
H -1.162 -2.225 -3.467
H -3.735 -3.154 -2.155
H -3.693 -1.936 -3.450
H -4.428 -1.546 -1.883
H -3.164 -3.273 0.625
H -2.647 -5.704 0.905
H -0.254 -6.421 0.876
H 1.525 -4.762 0.598
H 2.674 -2.129 -1.910
H 4.158 -1.158 -1.986
H 4.241 -2.890 -1.562
H 5.373 -2.289 0.622
H 4.561 -1.082 1.642
H 5.276 -0.604 0.090
H 4.203 -4.207 1.192
H 3.050 -4.901 2.345
H 4.365 -3.854 2.923
H 1.324 -1.693 2.803
H 2.476 -2.429 3.941
H 1.206 -3.414 3.180
H -3.256 -0.071 1.556
H -4.229 1.240 0.840
H -2.465 1.415 1.008
H -4.351 0.698 -2.152
H -2.607 0.878 -2.396
H -3.452 1.990 -1.332
Cl 6.373 0.950 -2.235
Si 4.687 2.026 -1.322
Cl 3.168 1.512 -2.906
Cl 5.183 4.005 -2.095
*
```

* maximum force: 0.6 eV Å⁻¹
* HOMO-LUMO gap (alpha / beta): 3.28 / 5.69 eV
* total energy: -111459.6653 eV
* lowest unoccupied orbital energy (alpha / beta): 0.1453 / 0.1438 Eh


Computed, not measured: a 2-piece molecular cluster, C6H7BrN2O overall at a distorted geometry, with ωB97M-V with the def2-TZVPD basis set.

ORCA input file:
```
! RIJCOSX wB97M-V def2-TZVPD def2/J DEFGRID3
* xyz 0 1
Br -4.128 0.264 0.343
C -2.394 -0.218 0.002
C -1.934 -1.523 0.183
C -0.631 -1.772 -0.214
C 0.187 -0.804 -0.657
N -0.278 0.463 -0.897
C -1.533 0.692 -0.503
H -2.528 -2.288 0.558
H -0.200 -2.768 -0.034
H 1.174 -1.051 -0.960
H -2.025 1.622 -0.655
H 2.660 -0.244 1.653
N 2.250 0.392 0.955
C 2.743 1.455 0.490
O 1.936 2.098 -0.309
H 3.623 1.968 0.609
H 1.077 1.714 -0.564
*
```

* maximum force: 4.3 eV Å⁻¹
* energy above the lowest of the compared OMol25 structures with the same formula, charge and spin: 0.0 kcal per mole
* HOMO-LUMO gap: 9.69 eV
* total energy: -81404.4839 eV
* lowest unoccupied orbital energy: 0.0162 Eh


Computed, not measured: an isolated ion of composition H3S3 and charge -1 at a distorted geometry, with ωB97M-V with the def2-TZVPD basis set.

ORCA input file:
```
! RIJCOSX wB97M-V def2-TZVPD def2/J DEFGRID3
* xyz -1 1
S 2.140 0.674 -0.971
H 1.463 0.384 -2.121
S -1.694 -0.088 1.780
S 0.241 0.178 0.708
H -2.461 -0.192 0.698
H 0.311 -0.957 -0.093
*
```

* maximum force: 1.5 eV Å⁻¹
* energy above the lowest of the compared OMol25 structures with the same formula, charge and spin: 13.3 kcal per mole
* HOMO-LUMO gap: 6.41 eV
* total energy: -32555.2600 eV
* lowest unoccupied orbital energy: 0.1263 Eh


Computed, not measured: C16H13Cl2FeInO3P as an isolated structure at a distorted geometry, with ωB97M-V with the def2-TZVPD basis set.

ORCA input file:
```
! RIJCOSX wB97M-V def2-TZVPD def2/J DEFGRID3
* xyz 4 6
In -3.684 2.453 -3.174
Fe 0.188 -0.640 -2.385
Cl -0.935 1.513 -2.877
Cl 1.001 -2.354 -3.375
C -1.524 -1.054 -1.605
C -2.212 3.701 -4.738
C -3.493 0.303 -4.466
O -2.656 -0.881 -1.387
O -1.229 3.871 -5.299
O -3.015 -0.634 -4.915
C 2.642 -0.451 -0.641
P 0.874 -0.338 -0.275
C 0.523 -1.687 0.900
C 0.291 -2.971 0.390
C 0.029 -4.030 1.263
C 0.003 -3.806 2.644
C 0.231 -2.523 3.155
C 0.496 -1.459 2.288
C 0.563 1.205 0.622
C 1.602 2.084 0.966
C 1.328 3.222 1.725
C 0.015 3.499 2.122
C -1.031 2.652 1.738
C -0.763 1.515 0.972
H 2.781 -1.152 -1.477
H 3.153 -0.823 0.255
H 3.024 0.535 -0.931
H 0.325 -3.134 -0.692
H -0.152 -5.030 0.864
H -0.200 -4.637 3.320
H 0.209 -2.345 4.231
H 0.686 -0.457 2.680
H 2.625 1.865 0.657
H 2.143 3.889 2.011
H -0.197 4.379 2.729
H -2.057 2.863 2.042
H -1.582 0.857 0.664
*
```

* maximum force: 6.9 eV Å⁻¹
* HOMO-LUMO gap (alpha / beta): 3.49 / 2.46 eV
* total energy: -96791.0227 eV
* lowest unoccupied orbital energy (alpha / beta): -0.6083 / -0.6428 Eh


Computed, not measured: C27H27Cl3GeN7OSSeTa as an isolated structure at a distorted geometry, with ωB97M-V with the def2-TZVPD basis set.

ORCA input file:
```
! RIJCOSX wB97M-V def2-TZVPD def2/J DEFGRID3
* xyz 1 2
Ta -0.562 -0.772 0.367
C -1.377 -0.886 -3.991
C -1.247 -1.315 -2.536
N -0.116 -1.474 -1.797
N 1.102 -1.550 -2.479
C 2.249 -1.502 -1.829
N 3.372 -1.952 -2.384
S 2.057 -0.854 -0.092
C -2.404 -1.568 -1.742
C -3.727 -1.688 -2.219
C -4.717 -2.090 -1.371
C -4.411 -2.343 -0.024
C -3.102 -2.337 0.361
N -2.076 -1.927 -0.439
H -1.617 -1.772 -4.649
H -2.174 -0.103 -4.088
H -0.400 -0.526 -4.306
H 1.069 -1.720 -3.525
H 3.282 -2.355 -3.288
H 4.168 -2.089 -1.786
H -3.950 -1.221 -3.180
H -5.719 -2.256 -1.767
H -5.161 -2.764 0.651
H -2.807 -2.614 1.334
C 3.633 1.262 1.619
C 2.951 1.808 0.338
C 1.940 2.953 0.747
C 2.090 0.826 -0.409
C 4.059 2.422 -0.574
C 3.682 3.168 -1.711
C 4.626 3.838 -2.530
C 5.946 3.838 -2.183
C 6.351 3.136 -1.057
C 5.429 2.373 -0.302
H 2.900 0.844 2.324
H 4.168 2.085 2.130
H 4.409 0.527 1.350
H 1.273 2.557 1.506
H 1.372 3.366 -0.092
H 2.515 3.760 1.188
H 1.298 1.129 -1.068
H 2.654 3.168 -2.131
H 4.274 4.305 -3.446
H 6.681 4.361 -2.814
H 7.381 3.320 -0.676
H 5.739 1.781 0.546
Cl -0.215 -3.510 4.414
Ge 1.371 -2.644 3.153
Cl 0.562 -0.318 2.665
Cl 0.187 -3.265 1.231
Se -2.721 0.074 2.082
C -3.311 -1.025 3.481
C -2.763 -1.068 4.762
C -3.210 -2.071 5.665
C -4.178 -3.007 5.285
C -4.846 -2.833 4.083
C -4.478 -1.775 3.217
H -1.961 -0.351 4.987
H -2.677 -2.160 6.620
H -4.381 -3.934 5.873
H -5.630 -3.538 3.741
H -4.940 -1.666 2.252
O -0.790 0.937 -0.308
N -2.126 1.374 -0.391
C -2.225 2.154 -1.481
C -1.105 3.017 -1.797
N -0.136 3.607 -2.054
C -3.341 2.339 -2.348
N -4.190 2.516 -3.111
*
```

* maximum force: 4.1 eV Å⁻¹
* energy above the lowest of the compared OMol25 structures with the same formula, charge and spin: 84.0 kcal per mole
* HOMO-LUMO gap (alpha / beta): 4.69 / 4.76 eV
* total energy: -212721.5765 eV
* lowest unoccupied orbital energy (alpha / beta): -0.1892 / -0.1887 Eh


Computed, not measured: C29H48Cl2NOsP as an isolated structure at a distorted geometry, with ωB97M-V with the def2-TZVPD basis set.

ORCA input file:
```
! RIJCOSX wB97M-V def2-TZVPD def2/J DEFGRID3
* xyz -2 5
P 0.304 -0.639 -5.187
C 1.676 -0.220 -6.511
C 1.664 -0.924 -7.887
C 2.891 -0.581 -8.736
C 3.169 0.914 -8.870
C 3.102 1.640 -7.518
C 1.831 1.294 -6.733
C -1.209 0.154 -6.027
C -1.366 0.020 -7.547
C -2.704 0.598 -8.008
C -2.929 2.044 -7.545
C -2.626 2.242 -6.059
C -1.276 1.630 -5.663
C -0.052 -2.352 -5.869
C 1.162 -3.276 -5.690
C 0.938 -4.595 -6.451
C -0.397 -5.277 -6.105
C -1.615 -4.334 -6.008
C -1.324 -2.997 -5.304
H 2.563 -0.590 -5.958
H 0.767 -0.621 -8.447
H 1.600 -2.017 -7.784
H 2.762 -1.022 -9.731
H 3.762 -1.066 -8.282
H 4.163 1.056 -9.308
H 2.448 1.376 -9.562
H 3.975 1.354 -6.919
H 3.150 2.725 -7.670
H 1.829 1.822 -5.771
H 0.974 1.660 -7.319
H -2.054 -0.373 -5.550
H -3.507 -0.031 -7.602
H -1.294 -1.023 -7.885
H -0.556 0.579 -8.031
H -2.768 0.541 -9.103
H -3.970 2.325 -7.747
H -2.294 2.719 -8.135
H -2.622 3.310 -5.807
H -3.414 1.767 -5.455
H -1.104 1.759 -4.592
H -0.485 2.190 -6.176
H -0.221 -2.235 -6.948
H 2.091 -2.809 -6.050
H 1.304 -3.481 -4.623
H 0.973 -4.405 -7.535
H 1.763 -5.287 -6.225
H -0.274 -5.778 -5.133
H -0.606 -6.064 -6.847
H -2.414 -4.852 -5.460
H -2.001 -4.134 -7.018
H -2.199 -2.334 -5.402
H -1.187 -3.174 -4.232
Os 0.032 -0.177 -1.126
Cl -2.291 -0.144 -0.823
Cl 0.109 -2.081 -2.394
C 0.832 1.561 -1.060
H 1.766 1.723 -0.481
C -0.980 4.956 -2.926
C 0.223 5.147 -2.218
C 0.857 4.071 -1.607
C 0.293 2.759 -1.698
C -0.908 2.596 -2.420
C -1.544 3.679 -3.023
H -1.490 5.808 -3.393
H 0.651 6.150 -2.138
H 1.778 4.193 -1.036
H -1.345 1.586 -2.441
H -2.487 3.520 -3.548
C 1.425 -0.803 2.834
C 0.250 -0.356 1.966
C -0.932 -1.241 2.302
C -0.079 1.089 2.286
N 0.591 -0.519 0.470
H 1.139 -0.642 3.882
H 2.318 -0.204 2.608
H 1.634 -1.866 2.678
H -1.152 -1.106 3.374
H -1.817 -0.977 1.713
H -0.684 -2.295 2.124
H 0.802 1.721 2.130
H -0.933 1.463 1.711
H -0.350 1.162 3.356
*
```

* maximum force: 6.6 eV Å⁻¹
* energy above the lowest of the compared OMol25 structures with the same formula, charge and spin: 5.6 kcal per mole
* HOMO-LUMO gap (alpha / beta): 2.42 / 4.22 eV
* total energy: -69141.0552 eV
* lowest unoccupied orbital energy (alpha / beta): 0.1572 / 0.1571 Eh


Computed, not measured: a 2-piece molecular cluster, C26H37F3IN2O5 overall at a distorted geometry, with ωB97M-V with the def2-TZVPD basis set.

ORCA input file:
```
! RIJCOSX wB97M-V def2-TZVPD def2/J DEFGRID3
* xyz 1 1
C 8.025 -3.020 0.107
C 7.248 -1.842 0.935
C 5.816 -2.328 1.502
C 8.178 -1.617 2.265
C 7.234 -0.429 0.177
C 6.099 -0.236 -0.939
C 5.676 -1.561 -1.739
C 6.751 0.764 -2.064
C 4.789 0.570 -0.405
C 4.424 0.763 1.084
C 3.120 1.560 1.468
C 2.171 2.192 0.386
O 1.004 2.910 0.778
C -0.194 2.403 0.147
C -1.147 1.559 1.162
O -2.556 1.760 0.900
C -3.218 0.488 0.593
C -4.800 0.721 0.738
C -5.627 -0.635 1.021
C -4.997 -1.860 1.787
C -5.830 -3.160 2.071
C -7.295 -3.177 1.574
I -8.640 -4.883 1.911
N -7.830 -2.039 0.861
C -7.117 -0.828 0.557
C -7.857 0.354 -0.272
O -9.149 -0.044 -0.794
C -9.046 -0.658 -2.063
F -8.316 -1.883 -2.054
F -8.467 0.176 -3.060
F -10.374 -1.013 -2.442
C 2.636 1.993 -1.101
C 3.895 1.204 -1.527
H 7.298 -3.831 -0.267
H 8.448 -2.533 -0.856
H 8.919 -3.442 0.675
H 5.753 -1.928 2.589
H 4.914 -1.900 0.953
H 5.786 -3.477 1.614
H 9.266 -1.640 1.862
H 8.007 -0.595 2.741
H 8.100 -2.501 2.984
H 7.098 0.383 0.978
H 8.273 -0.304 -0.309
H 5.085 -2.327 -1.137
H 4.981 -1.235 -2.607
H 6.611 -1.994 -2.249
H 6.664 1.831 -1.647
H 6.184 0.649 -3.061
H 7.845 0.473 -2.265
H 5.067 0.313 1.905
H 2.836 1.710 2.570
H -0.792 3.313 -0.239
H -0.018 1.728 -0.756
H -0.837 1.890 2.221
H -0.808 0.460 1.050
H -2.805 -0.279 1.332
H -2.919 0.237 -0.496
H -4.940 1.360 1.695
H -5.261 1.341 -0.109
H -3.921 -1.857 2.160
H -5.422 -4.076 2.609
H -8.820 -2.124 0.550
H -8.068 1.179 0.511
H -7.175 0.837 -1.052
H 1.996 2.465 -1.930
H 4.126 1.129 -2.637
C -6.435 3.583 -2.450
N -6.770 4.057 -1.081
O -6.367 3.388 -0.136
O -7.423 5.079 -0.999
H -5.852 2.667 -2.372
H -7.373 3.401 -2.974
H -5.856 4.367 -2.936
*
```

* maximum force: 5.2 eV Å⁻¹
* HOMO-LUMO gap: 4.99 eV
* total energy: -57012.5789 eV
* lowest unoccupied orbital energy: -0.1749 Eh


Computed, not measured: one molecule with the formula C3H5F at a distorted geometry, with ωB97M-V with the def2-TZVPD basis set.

ORCA input file:
```
! RIJCOSX wB97M-V def2-TZVPD def2/J DEFGRID3
* xyz 0 1
F -1.767 0.772 -0.460
C -0.420 0.680 -0.485
C 0.258 -0.932 -0.212
C 0.301 0.233 0.746
H 0.038 1.253 -1.270
H 1.115 -1.141 -0.820
H -0.481 -1.696 -0.080
H -0.305 0.144 1.638
H 1.262 0.687 0.943
*
```

* maximum force: 4.0 eV Å⁻¹
* energy above the lowest of the compared OMol25 structures with the same formula, charge and spin: 20.6 kcal per mole
* HOMO-LUMO gap: 10.46 eV
* total energy: -5907.7369 eV
* lowest unoccupied orbital energy: 0.0487 Eh


Computed, not measured: one molecule with the formula C20H23N3O2 at a distorted geometry, with ωB97M-V with the def2-TZVPD basis set.

ORCA input file:
```
! RIJCOSX wB97M-V def2-TZVPD def2/J DEFGRID3
* xyz 0 1
C -0.422 0.356 6.557
C 0.380 0.538 5.275
C 0.237 1.953 4.720
C 1.086 2.173 3.460
C 0.629 1.301 2.352
N -0.406 1.490 1.608
C -0.440 0.415 0.750
C -1.308 0.085 -0.280
C -1.035 -1.071 -0.991
C -1.952 -1.508 -2.094
O -2.788 -2.373 -1.901
N -1.797 -0.912 -3.302
C -2.718 -1.271 -4.360
C -0.809 0.104 -3.649
C -1.262 1.518 -3.283
C 0.562 -0.217 -3.092
C 1.198 -1.405 -3.450
C 2.461 -1.660 -2.948
C 3.049 -0.723 -2.112
C 2.341 0.435 -1.834
N 1.138 0.686 -2.314
C 0.020 -1.917 -0.630
C 0.892 -1.603 0.393
C 0.655 -0.416 1.059
O 1.330 0.165 2.083
H -0.082 1.052 7.322
H -1.479 0.538 6.374
H -0.309 -0.656 6.939
H 1.434 0.331 5.473
H 0.035 -0.183 4.530
H 0.549 2.673 5.479
H -0.808 2.147 4.475
H 2.133 1.949 3.672
H 0.993 3.212 3.142
H -2.164 0.701 -0.499
H -2.186 -1.741 -5.191
H -3.437 -1.978 -3.951
H -3.244 -0.388 -4.726
H -0.719 0.048 -4.743
H -2.306 1.658 -3.553
H -1.132 1.694 -2.222
H -0.656 2.241 -3.821
H 0.705 -2.111 -4.101
H 2.980 -2.572 -3.205
H 4.032 -0.883 -1.697
H 2.756 1.209 -1.200
H 0.153 -2.838 -1.177
H 1.713 -2.248 0.661
*
```

* maximum force: 1.3 eV Å⁻¹
* energy above the lowest of the compared OMol25 structures with the same formula, charge and spin: 25.7 kcal per mole
* HOMO-LUMO gap: 9.29 eV
* total energy: -29679.3641 eV
* lowest unoccupied orbital energy: 0.0280 Eh


> maximum force of number 3 (C20H38Cl3N6O2PRbS2Si)?

0.6 eV Å⁻¹